Record 1
{"formula": "C15H17N3O4S2", "method": "ωB97M-V/def2-TZVPD", "species": ["C", "C", "H", "H", "O", "C", "O", "C", "N", "C", "O", "C", "H", "H", "S", "C", "N", "C", "N", "S", "C", "C", "C", "C", "C", "C", "H", "H", "O", "C", "H", "H", "H", "H", "H", "H", "H", "H", "H", "H", "H"], "xyz": [[3.18, 0.30, 3.36], [2.48, -0.25, 2.08], [2.76, -1.34, 1.91], [2.87, 0.29, 1.19], [1.23, -0.07, 2.26], [0.59, 0.74, 1.81], [1.09, 1.59, 1.34], [-0.89, 0.69, 1.84], [-1.53, 1.79, 1.25], [-2.98, 1.81, 1.22], [-3.64, 0.81, 1.56], [-3.35, 2.95, 0.26], [-2.68, 3.60, -0.16], [-3.95, 3.63, 0.99], [-4.79, 2.50, -0.74], [-4.04, 0.91, -1.25], [-2.84, 0.83, -1.10], [-2.49, -0.46, -1.75], [-3.58, -1.06, -2.54], [-4.91, -0.39, -2.19], [-1.07, -0.86, -1.89], [-0.02, -0.29, -1.51], [1.20, -0.65, -1.62], [1.48, -2.05, -1.81], [0.49, -2.63, -2.46], [-0.96, -2.23, -2.22], [-1.71, -2.79, -2.29], [0.60, -3.80, -2.60], [2.76, -2.52, -1.82], [3.79, -1.65, -1.63], [4.71, -2.29, -1.96], [3.93, -1.12, -0.73], [3.85, -0.83, -2.44], [2.05, 0.23, -1.22], [-0.25, 0.98, -1.23], [-1.06, 2.24, 0.65], [-1.12, 0.71, 2.90], [-1.39, -0.54, 1.62], [4.35, 0.24, 3.23], [3.00, -0.34, 4.19], [2.85, 1.34, 3.52]], "gap_ev": 8.106, "e_above_lowest_kj_mol": 1297.3, "multiplicity": 1}

---

Record 2
{"formula": "C15H17NO2S", "method": "ωB97M-V/def2-TZVPD", "species": ["C", "H", "H", "H", "O", "C", "C", "C", "C", "C", "C", "O", "C", "H", "H", "H", "H", "C", "N", "H", "C", "C", "H", "H", "H", "H", "C", "C", "C", "C", "S", "H", "H", "H", "H", "H"], "xyz": [[1.41, 3.17, 3.13], [0.66, 3.87, 2.75], [0.93, 2.46, 3.81], [2.17, 3.73, 3.68], [2.09, 2.53, 2.09], [1.36, 1.74, 1.24], [0.00, 1.53, 1.31], [-0.65, 0.70, 0.40], [0.09, 0.09, -0.60], [1.46, 0.30, -0.70], [2.11, 1.10, 0.22], [3.45, 1.36, 0.23], [4.25, 0.73, -0.74], [3.98, 1.04, -1.75], [4.19, -0.36, -0.66], [5.27, 1.05, -0.53], [2.00, -0.19, -1.49], [-0.69, -0.71, -1.62], [-1.88, 0.04, -2.02], [-1.56, 0.92, -2.43], [-2.78, 0.33, -0.91], [-2.11, 0.41, 0.49], [-2.23, -0.56, 0.98], [-2.62, 1.15, 1.10], [-3.30, 1.26, -1.13], [-3.54, -0.47, -0.89], [-1.08, -2.06, -1.09], [-2.09, -2.86, -1.52], [-2.16, -4.08, -0.80], [-1.20, -4.18, 0.15], [-0.19, -2.79, 0.20], [-1.02, -4.99, 0.83], [-2.89, -4.84, -0.99], [-2.76, -2.59, -2.31], [-0.08, -0.85, -2.52], [-0.59, 2.01, 2.09]], "gap_ev": 8.568, "e_above_lowest_kj_mol": 125.5, "smiles": "COc1cc2c(cc1OC)[C@@H](c1cccs1)NCC2", "multiplicity": 1}

---

Record 3
{"formula": "C15H18", "method": "ωB97M-V/def2-TZVPD", "species": ["C", "C", "C", "C", "C", "C", "C", "C", "H", "H", "H", "H", "H", "H", "H", "H", "H", "H", "C", "C", "C", "C", "C", "C", "C", "H", "H", "H", "H", "H", "H", "H", "H"], "xyz": [[2.56, 2.18, 2.64], [1.61, 1.18, 3.34], [2.72, 2.01, 1.16], [2.61, 0.75, 0.56], [2.70, 3.11, 0.32], [2.62, 0.64, -0.82], [2.81, 2.98, -1.07], [2.65, 1.74, -1.67], [2.21, 3.20, 2.85], [3.54, 2.31, 3.10], [0.88, 0.89, 2.60], [2.60, -0.13, 1.20], [2.37, 4.08, 0.68], [2.57, -0.40, -1.15], [2.88, 3.89, -1.65], [2.25, 1.65, -2.67], [1.13, 1.72, 4.15], [2.19, 0.37, 3.79], [-4.13, -1.84, 0.63], [-1.30, -2.89, -1.62], [-1.66, -2.39, -2.86], [-2.05, -2.72, -0.47], [-3.30, -2.12, -0.59], [-2.92, -1.82, -2.97], [-3.71, -1.67, -1.84], [-0.31, -3.34, -1.55], [-0.93, -2.27, -3.64], [-1.69, -3.14, 0.46], [-3.29, -1.42, -3.91], [-3.96, -2.59, 1.41], [-5.20, -1.92, 0.40], [-4.66, -1.14, -1.91], [-3.78, -0.91, 1.07]], "gap_ev": 9.643, "e_above_lowest_kj_mol": 77.9, "smiles": "CCc1ccccc1.Cc1ccccc1", "multiplicity": 1}

---

Record 4
{"formula": "C15H18", "method": "ωB97M-V/def2-TZVPD", "species": ["C", "C", "C", "C", "C", "C", "C", "C", "H", "H", "H", "H", "H", "H", "H", "H", "H", "H", "C", "C", "C", "C", "C", "C", "C", "H", "H", "H", "H", "H", "H", "H", "H"], "xyz": [[0.64, 0.50, 0.51], [1.08, -0.60, 1.49], [0.00, 1.67, 1.14], [0.24, 3.00, 0.69], [-1.11, 1.41, 2.02], [-0.56, 4.03, 1.09], [-1.87, 2.44, 2.47], [-1.54, 3.75, 2.06], [1.52, 0.79, -0.05], [-0.10, 0.10, -0.19], [0.19, -1.21, 1.64], [0.97, 3.14, -0.10], [-1.36, 0.37, 2.20], [-0.36, 5.00, 0.67], [-2.69, 2.33, 3.17], [-2.03, 4.60, 2.54], [1.48, -0.37, 2.47], [1.65, -1.29, 0.88], [-1.73, -2.09, -0.52], [2.01, -2.41, -2.62], [1.05, -1.50, -3.04], [1.81, -3.09, -1.40], [-0.16, -1.41, -2.36], [0.66, -2.91, -0.67], [-0.37, -2.11, -1.18], [2.73, -2.81, -3.32], [1.34, -0.79, -3.80], [2.71, -3.59, -1.08], [-0.81, -0.60, -2.67], [0.52, -3.41, 0.28], [-2.50, -1.80, -1.24], [-1.80, -1.24, 0.17], [-2.00, -3.04, -0.08]], "gap_ev": [7.629, 3.722], "s_squared": 0.77, "e_above_lowest_kj_mol": 48.7, "total_charge": 1, "multiplicity": 2}

---

Record 5
{"formula": "C15H18AsF6I2N3O6S5Zn", "method": "ωB97M-V/def2-TZVPD", "species": ["Zn", "O", "C", "C", "C", "C", "C", "C", "C", "O", "N", "N", "C", "S", "C", "C", "S", "H", "H", "H", "H", "H", "H", "H", "H", "H", "F", "C", "F", "F", "S", "O", "O", "N", "S", "O", "O", "C", "F", "F", "F", "I", "I", "C", "As", "C", "C", "S", "H", "H", "H", "H", "H", "H", "H", "H", "H"], "xyz": [[0.18, -0.92, 0.42], [0.06, 1.98, 3.71], [-0.65, 2.93, 3.07], [-0.94, 4.09, 3.80], [-1.67, 5.11, 3.22], [-2.11, 5.01, 1.90], [-1.82, 3.87, 1.18], [-1.08, 2.82, 1.74], [-0.78, 1.63, 0.93], [-0.11, 0.67, 1.50], [-1.20, 1.60, -0.31], [-0.81, 0.43, -0.95], [-1.35, 0.27, -2.10], [-0.91, -1.04, -3.17], [-2.43, -0.90, -4.14], [-2.71, 0.58, -4.33], [-2.53, 1.41, -2.72], [0.17, 1.24, 3.08], [-0.59, 4.15, 4.82], [-1.89, 6.00, 3.80], [-2.68, 5.81, 1.45], [-2.15, 3.76, 0.16], [-3.23, -1.40, -3.60], [-2.27, -1.41, -5.09], [-3.74, 0.75, -4.66], [-2.02, 1.02, -5.04], [1.13, -3.83, 4.16], [0.07, -4.32, 3.53], [-1.02, -4.07, 4.24], [0.21, -5.63, 3.38], [-0.02, -3.51, 1.87], [-0.24, -2.09, 2.15], [1.21, -3.81, 1.20], [-1.30, -4.22, 1.30], [-1.81, -3.70, -0.10], [-1.27, -2.38, -0.40], [-3.20, -3.92, -0.30], [-1.00, -4.79, -1.37], [0.28, -4.48, -1.52], [-1.10, -6.07, -1.00], [-1.63, -4.63, -2.53], [3.10, -0.90, 2.46], [3.47, -0.32, 5.06], [2.22, 1.99, -0.26], [2.80, 0.49, -1.30], [2.31, 0.85, -3.12], [4.72, 0.46, -1.22], [2.14, -1.46, -0.68], [2.86, 2.83, -0.52], [2.32, 1.75, 0.80], [1.19, 2.21, -0.50], [2.87, 1.70, -3.50], [1.24, 1.06, -3.15], [2.51, -0.04, -3.72], [5.11, 1.39, -1.63], [5.09, -0.39, -1.79], [5.01, 0.36, -0.18]], "gap_ev": 6.723, "e_above_lowest_kj_mol": 0.0, "multiplicity": 1}

---

Record 6
{"formula": "C15H18BrN3", "method": "ωB97M-V/def2-TZVPD", "species": ["Br", "N", "C", "C", "C", "C", "C", "C", "C", "C", "C", "N", "N", "C", "C", "C", "C", "C", "C", "H", "H", "H", "H", "H", "H", "H", "H", "H", "H", "H", "H", "H", "H", "H", "H", "H", "H"], "xyz": [[3.48, 0.72, 5.56], [0.63, -0.57, 0.42], [0.52, 0.36, -0.53], [2.15, -1.07, 3.63], [2.72, 0.18, 3.86], [1.01, 1.63, -0.38], [1.44, -1.31, 2.43], [2.66, 1.18, 2.94], [1.74, 1.95, 0.76], [1.33, -0.26, 1.53], [1.98, 0.98, 1.73], [2.28, 3.22, 0.89], [-0.04, 0.14, -1.75], [-4.07, -2.65, -0.81], [0.64, 2.44, -1.62], [-0.04, 1.39, -2.54], [-0.78, -1.09, -2.07], [-2.90, -2.42, -1.77], [-2.18, -1.13, -1.40], [2.28, -1.77, 4.43], [1.03, -2.29, 2.19], [3.10, 2.11, 3.24], [2.00, 3.91, 0.19], [2.42, 3.53, 1.84], [-4.87, -1.89, -0.98], [-4.46, -3.65, -0.94], [-3.78, -2.54, 0.26], [1.55, 2.82, -2.15], [-0.02, 3.31, -1.36], [-1.04, 1.71, -2.82], [0.53, 1.23, -3.47], [-0.84, -1.24, -3.15], [-0.24, -1.90, -1.65], [-3.20, -2.43, -2.86], [-2.21, -3.26, -1.62], [-2.77, -0.29, -1.71], [-2.06, -1.06, -0.35]], "gap_ev": 8.115, "e_above_lowest_kj_mol": 0.0, "smiles": "CCCCN1CCc2c1nc1ccc(Br)cc1c2N", "multiplicity": 1}

---

Record 7
{"formula": "C15H18ClN3O2S", "method": "ωB97M-V/def2-TZVPD", "species": ["C", "H", "H", "H", "C", "C", "H", "H", "H", "H", "C", "N", "C", "O", "C", "C", "C", "C", "C", "C", "H", "H", "Cl", "H", "H", "H", "C", "O", "N", "C", "N", "C", "H", "H", "C", "H", "H", "S", "H", "H"], "xyz": [[3.76, 0.64, -0.74], [4.80, 0.62, -0.42], [3.73, 0.53, -1.82], [3.34, 1.61, -0.49], [2.98, -0.48, -0.06], [3.12, -0.41, 1.46], [4.15, -0.63, 1.73], [2.89, 0.59, 1.84], [2.48, -1.14, 1.94], [3.38, -1.45, -0.39], [1.51, -0.46, -0.52], [0.80, 0.69, 0.01], [-0.23, 1.27, -0.64], [-0.67, 0.79, -1.67], [-0.79, 2.51, -0.05], [-1.78, 3.16, -0.79], [-2.36, 4.33, -0.34], [-1.96, 4.86, 0.88], [-0.99, 4.23, 1.63], [-0.40, 3.06, 1.18], [0.35, 2.60, 1.80], [-0.69, 4.65, 2.58], [-2.68, 6.32, 1.45], [-3.12, 4.82, -0.92], [-2.07, 2.72, -1.73], [1.11, 1.02, 0.91], [0.76, -1.76, -0.16], [1.20, -2.62, 0.56], [-0.45, -1.83, -0.76], [-1.31, -2.88, -0.59], [-2.45, -2.93, -1.13], [-3.20, -4.10, -0.83], [-3.47, -4.59, -1.77], [-4.13, -3.79, -0.34], [-2.40, -5.06, 0.09], [-2.90, -5.25, 1.03], [-2.18, -6.01, -0.40], [-0.81, -4.23, 0.45], [-0.77, -1.06, -1.36], [1.47, -0.37, -1.62]], "gap_ev": 8.362, "e_above_lowest_kj_mol": 13.7, "smiles": "CC(C)[C@H](NC(=O)c1ccc(Cl)cc1)C(=O)NC1=NCCS1", "multiplicity": 1}

---

Record 8
{"formula": "C15H18ClN3OS2", "method": "ωB97M-V/def2-TZVPD", "species": ["O", "C", "N", "C", "H", "H", "C", "N", "C", "C", "C", "C", "C", "C", "H", "H", "Cl", "H", "H", "C", "H", "C", "H", "H", "H", "H", "H", "C", "H", "H", "S", "C", "N", "C", "H", "H", "C", "H", "H", "S"], "xyz": [[3.72, -0.32, -1.73], [3.11, -0.88, -0.84], [2.49, -0.20, 0.15], [1.62, -0.78, 1.16], [2.21, -1.41, 1.83], [0.86, -1.39, 0.66], [0.93, 0.30, 1.98], [0.21, 1.23, 1.13], [-1.12, 1.52, 1.29], [-1.77, 1.33, 2.52], [-3.10, 1.64, 2.68], [-3.83, 2.15, 1.62], [-3.21, 2.37, 0.41], [-1.87, 2.06, 0.24], [-1.43, 2.25, -0.72], [-3.77, 2.78, -0.42], [-5.51, 2.53, 1.83], [-3.58, 1.49, 3.64], [-1.22, 0.97, 3.38], [0.91, 1.62, -0.08], [0.49, 1.10, -0.96], [2.38, 1.24, 0.02], [2.86, 1.74, 0.86], [2.91, 1.53, -0.90], [0.81, 2.70, -0.23], [0.23, -0.20, 2.65], [1.66, 0.84, 2.60], [3.05, -2.40, -0.78], [4.07, -2.79, -0.70], [2.42, -2.81, 0.00], [2.45, -3.04, -2.38], [0.81, -2.50, -2.35], [0.27, -1.88, -1.39], [-1.12, -1.60, -1.57], [-1.31, -0.54, -1.35], [-1.68, -2.19, -0.84], [-1.57, -1.95, -3.01], [-2.46, -2.57, -3.03], [-1.73, -1.06, -3.62], [-0.19, -2.88, -3.76]], "gap_ev": 8.315, "e_above_lowest_kj_mol": 0.0, "smiles": "O=C(CSC1=NCCS1)N1CCN(c2ccc(Cl)cc2)CC1", "multiplicity": 1}

---

Record 9
{"formula": "C15H18IrN4O7P2S", "method": "ωB97M-V/def2-TZVPD", "species": ["Ir", "N", "C", "S", "N", "N", "C", "C", "C", "C", "C", "C", "C", "C", "C", "C", "C", "C", "N", "H", "H", "H", "H", "H", "H", "H", "H", "H", "H", "H", "C", "C", "O", "P", "O", "O", "O", "P", "O", "O", "O", "H", "H", "H", "H", "H", "H", "H"], "xyz": [[0.15, 0.94, -0.15], [4.13, -0.44, -1.55], [2.89, -0.42, -1.06], [1.64, 0.29, -2.07], [2.58, -0.99, 0.06], [1.38, -0.81, 0.58], [0.70, -1.79, 1.13], [1.11, -3.19, 1.11], [0.16, -4.16, 0.78], [0.52, -5.49, 0.75], [1.81, -5.87, 1.08], [2.76, -4.91, 1.39], [2.42, -3.57, 1.38], [-0.60, -1.43, 1.69], [-1.15, -2.11, 2.78], [-2.37, -1.70, 3.27], [-3.03, -0.65, 2.64], [-2.42, -0.03, 1.56], [-1.23, -0.39, 1.11], [4.30, -0.04, -2.45], [4.87, -0.88, -1.04], [-0.84, -3.86, 0.51], [-0.21, -6.24, 0.48], [2.07, -6.92, 1.10], [3.77, -5.21, 1.63], [3.16, -2.82, 1.63], [-0.60, -2.92, 3.24], [-2.81, -2.18, 4.13], [-3.99, -0.31, 2.97], [-2.89, 0.81, 1.07], [-1.64, 4.03, -3.08], [-1.07, 3.26, -1.92], [-1.03, 1.87, -2.19], [-1.97, 3.42, -0.33], [-2.06, 4.94, 0.01], [-3.48, 2.97, -0.54], [-1.35, 2.55, 0.69], [0.61, 3.92, -1.36], [1.41, 3.96, -2.76], [0.40, 5.28, -0.81], [1.24, 2.86, -0.49], [-2.60, 3.61, -3.38], [-0.96, 3.98, -3.93], [-1.77, 5.08, -2.81], [-0.51, 1.73, -3.00], [-1.17, 5.35, -0.06], [-4.06, 3.65, -0.88], [1.75, 4.84, -2.90]], "gap_ev": [6.463, 6.464], "e_above_lowest_kj_mol": 311.5, "total_charge": 1, "multiplicity": 1}

---

Record 10
{"formula": "C15H18MgN5O4S", "method": "ωB97M-V/def2-TZVPD", "species": ["Mg", "C", "C", "C", "C", "C", "C", "C", "C", "C", "S", "C", "N", "H", "H", "H", "H", "H", "H", "H", "H", "C", "C", "N", "O", "C", "C", "N", "O", "H", "H", "H", "H", "H", "H", "H", "N", "N", "C", "O", "O", "H", "H", "H"], "xyz": [[-0.25, 0.49, 1.05], [1.32, -1.53, -1.16], [0.49, -0.48, -1.84], [0.63, -0.25, -3.23], [-0.05, 0.77, -3.82], [-0.94, 1.57, -3.06], [-1.64, 2.65, -3.63], [-2.52, 3.35, -2.85], [-2.77, 2.96, -1.52], [-2.12, 1.90, -0.91], [-2.57, 1.37, 0.70], [-1.12, 1.22, -1.70], [-0.36, 0.22, -1.11], [1.89, -2.12, -1.89], [0.69, -2.21, -0.57], [2.01, -1.04, -0.47], [1.29, -0.89, -3.81], [0.07, 0.99, -4.88], [-1.47, 2.91, -4.66], [-3.05, 4.20, -3.27], [-3.50, 3.50, -0.92], [-1.20, -3.72, 2.11], [-0.77, -2.28, 2.04], [-1.22, -1.47, 1.17], [-2.15, -1.99, 0.31], [0.22, -1.72, 2.99], [0.79, -2.49, 4.13], [0.60, -0.49, 2.73], [1.47, 0.08, 3.49], [-1.43, -4.08, 1.11], [-2.12, -3.80, 2.71], [-0.44, -4.34, 2.56], [-2.53, -1.16, -0.03], [0.00, -2.98, 4.72], [1.33, -1.80, 4.77], [1.49, -3.26, 3.80], [2.98, 0.83, 0.87], [2.83, 2.05, 0.14], [1.62, 2.77, 0.30], [1.61, 3.93, -0.10], [0.64, 2.11, 0.82], [2.66, 0.94, 1.84], [3.96, 0.61, 0.91], [3.62, 2.66, 0.18]], "gap_ev": 7.113, "total_charge": -1, "multiplicity": 1}

---

Record 11
{"formula": "C15H18N2O3", "method": "ωB97M-V/def2-TZVPD", "species": ["C", "C", "H", "H", "C", "C", "C", "C", "N", "O", "C", "O", "N", "H", "C", "C", "C", "C", "C", "C", "C", "H", "H", "O", "C", "H", "H", "H", "H", "H", "H", "H", "H", "H", "H", "H", "H", "H"], "xyz": [[-1.14, 2.51, 5.69], [-0.36, 1.55, 4.81], [0.23, 0.87, 5.44], [-1.05, 0.94, 4.22], [0.59, 2.30, 3.87], [1.36, 1.35, 3.02], [1.15, 0.84, 1.77], [2.24, -0.05, 1.58], [3.01, -0.06, 2.63], [2.48, 0.80, 3.53], [2.52, -0.85, 0.35], [3.58, -0.85, -0.23], [1.44, -1.57, -0.05], [0.57, -1.49, 0.45], [1.43, -2.33, -1.28], [0.50, -1.72, -2.29], [-0.62, -2.39, -2.75], [-1.49, -1.81, -3.66], [-1.25, -0.52, -4.12], [-0.12, 0.16, -3.65], [0.74, -0.43, -2.75], [1.61, 0.10, -2.40], [0.06, 1.16, -4.02], [-2.03, 0.15, -5.01], [-3.16, -0.49, -5.53], [-3.88, -0.74, -4.75], [-2.89, -1.40, -6.08], [-3.61, 0.22, -6.22], [-2.35, -2.37, -3.99], [-0.83, -3.39, -2.40], [2.46, -2.32, -1.65], [1.14, -3.37, -1.06], [0.36, 1.07, 1.09], [1.29, 2.89, 4.46], [0.02, 2.96, 3.22], [-1.81, 1.97, 6.35], [-0.46, 3.11, 6.30], [-1.73, 3.19, 5.08]], "gap_ev": 9.238, "e_above_lowest_kj_mol": 264.2, "smiles": "CCCc1cc(C(=O)NCc2ccc(OC)cc2)no1", "multiplicity": 1}

---

Record 12
{"formula": "C15H18N2O6", "method": "ωB97M-V/def2-TZVPD", "species": ["C", "H", "O", "C", "C", "C", "C", "C", "C", "N", "O", "O", "H", "C", "O", "O", "C", "H", "H", "C", "O", "N", "C", "H", "C", "C", "C", "C", "H", "H", "H", "H", "H", "H", "H", "H", "H", "H", "H", "H", "H"], "xyz": [[-5.38, -2.77, -0.15], [-4.80, -3.32, -0.88], [-5.11, -1.39, -0.20], [-3.87, -0.95, 0.03], [-2.78, -1.77, 0.36], [-1.52, -1.25, 0.56], [-1.29, 0.12, 0.43], [-2.35, 0.95, 0.09], [-3.62, 0.44, -0.09], [-4.68, 1.37, -0.39], [-5.83, 1.03, -0.20], [-4.35, 2.46, -0.81], [-2.18, 2.01, -0.03], [0.06, 0.70, 0.61], [0.39, 1.80, 0.24], [0.88, -0.14, 1.28], [2.24, 0.25, 1.30], [2.72, -0.36, 2.07], [2.32, 1.32, 1.53], [2.84, -0.04, -0.09], [2.16, -0.56, -0.95], [4.12, 0.33, -0.29], [5.03, 0.85, 0.70], [4.51, 1.11, 1.62], [6.14, -0.17, 0.99], [6.86, -0.53, -0.30], [5.86, -1.03, -1.34], [4.76, 0.02, -1.55], [4.00, -0.35, -2.23], [5.20, 0.94, -1.96], [6.36, -1.23, -2.29], [5.40, -1.96, -0.99], [7.62, -1.29, -0.11], [7.38, 0.36, -0.69], [6.84, 0.24, 1.72], [5.69, -1.07, 1.42], [5.49, 1.77, 0.29], [-0.70, -1.90, 0.81], [-2.93, -2.84, 0.45], [-6.44, -2.86, -0.38], [-5.20, -3.17, 0.85]], "gap_ev": 9.097, "e_above_lowest_kj_mol": 110.8, "smiles": "COc1ccc(C(=O)OCC(=O)N2CCCCC2)cc1[N+](=O)[O-]", "multiplicity": 1}